{
  "formula": "C4H7NO4",
  "method": "ωB97M-V/def2-TZVPD",
  "smiles": "CN(C)C(=O)O.O=C=O",
  "elements": ["C", "N", "C", "C", "O", "O", "H", "H", "H", "H", "H", "H", "H", "O", "C", "O"],
  "coordinates": [[0.187317, 0.306605, 1.576654], [-0.389968, 0.313833, 0.252031], [-1.343122, 1.364606, -0.010429], [-0.294172, -0.851174, -0.527391], [0.218333, -1.882252, -0.140632], [-1.152182, -0.825718, -1.585986], [0.799762, -0.584425, 1.688903], [0.807819, 1.196636, 1.702879], [-0.588867, 0.286981, 2.345429], [-0.856877, 2.334571, 0.120074], [-1.737929, 1.266968, -1.016771], [-2.172976, 1.315121, 0.700591], [-1.027753, -1.647597, -2.081381], [2.206093, -0.531049, -2.061289], [2.390663, -0.930330, -0.977082], [2.953860, -1.132776, 0.014401]],
  "forces_ev_per_angstrom": [[0.34, -0.19, -0.07], [0.46, -1.59, -1.34], [0.00, 0.14, -0.18], [-2.88, 0.77, 2.12], [0.88, 0.26, -0.68], [0.82, 0.38, -0.15], [0.04, 0.09, 0.03], [-0.03, -0.04, 0.14], [-0.08, 0.08, -0.03], [-0.05, 0.00, -0.13], [0.05, 0.16, 0.05], [-0.04, -0.07, 0.01], [0.08, 0.02, 0.19], [-1.35, -0.71, 0.36], [2.57, 1.32, -1.03], [-0.82, -0.65, 0.73]]
}

{
  "formula": "C4H7NO4S",
  "method": "ωB97M-V/def2-TZVPD",
  "elements": ["C", "C", "C", "C", "N", "O", "O", "O", "O", "S", "H", "H", "H", "H", "H", "H", "H"],
  "coordinates": [[2.437256, 0.336362, 0.005484], [-1.494174, 0.244761, 1.736141], [-0.862411, -1.061235, -0.884270], [1.262796, -0.529669, -0.044276], [0.373132, -0.660013, -1.050843], [3.596448, 0.014582, 0.298695], [2.125982, 1.611918, -0.384369], [-0.725403, 1.632624, -0.344993], [-2.945724, 0.649365, -0.406296], [-1.610137, 0.599557, 0.130300], [-2.000599, -0.696927, 1.781266], [-0.507227, -0.014770, 2.182028], [-1.615137, -0.928107, -1.671031], [-1.008588, -1.672327, 0.019133], [1.333143, -1.305575, 0.785506], [1.185414, 1.784203, -0.349855], [0.455234, -0.004747, -1.802618]],
  "forces_ev_per_angstrom": [[2.58, 1.72, -0.98], [1.30, -1.09, -0.12], [-3.49, -0.71, 1.62], [-0.14, -3.27, 0.85], [3.58, 1.74, 1.51], [-3.47, 0.50, -0.52], [1.78, -0.89, 0.33], [0.97, 0.65, -0.20], [-0.04, -0.50, 0.25], [-0.76, 0.96, 0.35], [-1.24, -0.43, 0.49], [-0.29, 1.22, -0.47], [0.74, -0.94, -0.03], [-0.14, -0.42, -1.21], [-0.78, 0.84, -1.39], [-1.15, 0.03, 0.08], [0.54, 0.59, -0.55]]
}

{
  "formula": "C4H7NOS",
  "method": "ωB97M-V/def2-TZVPD",
  "smiles": "C=CCC(=S)NO",
  "elements": ["C", "C", "C", "C", "S", "N", "O", "H", "H", "H", "H", "H", "H", "H"],
  "coordinates": [[1.611129, -1.478099, -0.902328], [1.869093, -0.815147, 0.404510], [0.557070, -0.327059, 1.110504], [-0.622182, 0.239082, 0.116975], [-2.077235, -0.615017, -0.046078], [-0.258325, 1.413489, -0.396868], [0.940852, 1.998880, -0.109471], [0.533058, -1.765759, -1.388751], [2.274074, -2.004097, -1.548391], [2.816076, -0.831558, 0.909681], [0.128374, -1.298200, 1.612016], [0.812826, 0.510152, 1.771323], [-0.970322, 2.132473, -0.608640], [1.432476, 1.499137, -0.734118]],
  "forces_ev_per_angstrom": [[-1.57, 1.24, 3.67], [-3.90, -2.71, -5.91], [-0.57, -1.55, -0.95], [1.10, -2.11, 2.23], [1.56, 1.44, -0.10], [-3.21, 0.95, -0.28], [-0.09, 0.32, 0.67], [2.22, 1.61, 1.89], [1.41, 0.05, 0.18], [0.30, 0.22, -0.11], [0.59, 2.30, -0.54], [-0.33, -0.49, 0.25], [0.49, -0.95, -0.19], [2.01, -0.31, -0.81]]
}

{
  "formula": "C4H7NOS",
  "method": "ωB97M-V/def2-TZVPD",
  "smiles": "N/C=C\\C(=S)CO",
  "elements": ["N", "C", "C", "C", "S", "C", "O", "H", "H", "H", "H", "H", "H", "H"],
  "coordinates": [[0.152569, -1.120862, -2.206014], [0.657703, 0.099861, -1.942272], [0.638484, 0.803139, -0.770919], [0.196579, 0.380260, 0.530551], [0.105172, 1.421672, 1.805802], [-0.157078, -1.079605, 0.776909], [-1.356647, -1.459234, 0.096229], [-0.559455, -1.501914, -1.586878], [0.139550, -1.440916, -3.178501], [1.140740, 0.577055, -2.789108], [1.044418, 1.819534, -0.833251], [-0.260808, -1.284653, 1.855063], [0.658331, -1.755696, 0.348795], [-2.074471, -0.862174, 0.397702]],
  "forces_ev_per_angstrom": [[-0.15, -0.40, -0.79], [-0.04, 0.13, 0.18], [0.21, 0.28, -0.08], [0.07, 0.11, 0.21], [0.00, -0.22, -0.26], [0.84, -0.85, -0.27], [-0.64, 0.49, 0.24], [0.12, 0.05, -0.09], [0.05, 0.30, 0.85], [-0.02, -0.02, 0.02], [-0.22, -0.47, 0.11], [0.15, 0.23, -0.44], [-0.98, 0.86, 0.56], [0.60, -0.49, -0.23]]
}

{
  "formula": "C4H7NOS",
  "method": "ωB97M-V/def2-TZVPD",
  "smiles": "C=CC(=S)N(C)O",
  "elements": ["C", "C", "C", "S", "N", "C", "O", "H", "H", "H", "H", "H", "H", "H"],
  "coordinates": [[-2.338284, -1.111572, 0.375672], [-1.171373, -1.126833, -0.276531], [-0.255092, 0.003491, -0.211776], [-0.732357, 1.622999, -0.121646], [1.030422, -0.249202, -0.017374], [1.739754, -1.489922, -0.061752], [1.986429, 0.758141, 0.282127], [-2.606306, -0.163991, 0.814781], [-2.929843, -2.006779, 0.449739], [-0.911127, -2.009454, -0.825287], [2.695172, -1.331381, -0.519792], [1.181327, -2.276111, -0.540160], [1.902191, -1.770015, 1.012205], [1.431871, 1.618048, 0.465774]],
  "forces_ev_per_angstrom": [[1.14, 0.41, -0.52], [-1.04, -0.55, 0.14], [0.80, 1.90, 0.67], [-0.19, -0.32, -0.04], [0.84, 0.81, -0.44], [-0.09, -0.51, 2.08], [-1.95, 0.72, 0.01], [-0.40, -0.12, 0.43], [-0.35, 0.06, -0.10], [0.43, -0.37, -0.10], [0.39, 0.02, -0.38], [-0.17, -0.04, -0.25], [0.14, -0.15, -0.90], [0.46, -1.87, -0.61]]
}

{
  "formula": "C4H7NS",
  "method": "ωB97M-V/def2-TZVPD",
  "smiles": "C=[NH+][S-].C=C=C",
  "elements": ["C", "N", "S", "H", "H", "H", "C", "C", "C", "H", "H", "H", "H"],
  "coordinates": [[-3.195733, -1.281721, 0.541760], [-2.808813, -0.212034, -0.137910], [-2.718408, 1.349878, 0.226455], [-3.310938, -1.197915, 1.650270], [-2.937455, -2.172633, 0.025273], [-2.750888, -0.368863, -1.124433], [1.002397, 1.096789, 0.170402], [2.174870, 1.107388, -0.398772], [3.441271, 1.025272, -0.724602], [0.074502, 1.241707, -0.334228], [1.054783, 0.735525, 1.139069], [3.997659, 1.917848, -0.727943], [3.746553, 0.091497, -0.964691]],
  "forces_ev_per_angstrom": [[1.59, 1.84, 0.60], [-1.71, -2.30, 0.63], [0.14, 1.98, 0.79], [-0.07, -0.08, -1.26], [-0.51, -0.98, -0.09], [0.50, -0.47, -0.68], [0.86, 0.00, -1.84], [0.27, 0.09, 0.31], [-2.80, 1.89, 0.74], [-0.46, 0.17, -0.16], [-0.46, -0.26, 2.07], [1.07, 0.64, -0.05], [1.58, -2.52, -1.06]]
}

{
  "formula": "C4H7NS",
  "method": "ωB97M-V/def2-TZVPD",
  "smiles": "S=CNC1CC1",
  "elements": ["S", "C", "N", "C", "C", "C", "H", "H", "H", "H", "H", "H", "H"],
  "coordinates": [[0.495820, 2.489301, -0.241857], [-0.072101, 1.085770, 0.266505], [-0.252782, -0.071478, -0.449973], [-0.728801, -1.238034, 0.232217], [-0.424730, -2.590772, -0.327268], [0.412673, -2.030534, 0.781029], [-0.293572, 0.848029, 1.276223], [-0.023695, -0.083591, -1.436838], [-1.673400, -1.203175, 0.770960], [-1.115326, -3.369338, -0.167330], [0.073574, -2.742467, -1.254076], [1.372239, -1.637938, 0.383765], [0.374292, -2.498569, 1.731917]],
  "forces_ev_per_angstrom": [[0.30, 1.04, -0.45], [0.00, -2.39, -1.20], [-0.61, 1.60, 0.07], [0.46, -0.42, -0.28], [0.64, 0.48, -0.26], [0.55, -0.21, -0.61], [-0.32, 0.29, 1.21], [-0.23, 0.02, 0.17], [0.23, 0.44, -0.06], [-0.80, -0.64, 0.57], [0.26, 0.38, -0.79], [-0.62, -0.43, 0.89], [0.15, -0.16, 0.74]]
}

{
  "formula": "C4H7NS",
  "method": "ωB97M-V/def2-TZVPD",
  "smiles": "CC=C=CNS",
  "elements": ["C", "C", "C", "C", "N", "S", "H", "H", "H", "H", "H", "H", "H"],
  "coordinates": [[-2.532282, -0.600280, 0.045638], [-1.609860, 0.564186, 0.007986], [-0.281329, 0.547461, 0.098747], [0.998081, 0.450463, 0.410676], [2.159197, -0.040849, -0.383181], [3.841980, -0.045352, 0.189310], [-2.667693, -0.967680, 1.075848], [-2.075426, -1.499994, -0.321096], [-3.460902, -0.585130, -0.388178], [-2.136811, 1.499303, -0.031328], [1.303266, 0.674542, 1.515676], [2.164737, -0.611033, -1.211179], [4.297040, 0.614362, -1.008915]],
  "forces_ev_per_angstrom": [[2.40, -1.99, 2.31], [1.13, 0.35, -0.07], [-0.45, -0.32, -0.07], [1.86, -0.82, 0.84], [0.15, 0.94, 1.56], [-1.34, 1.17, -2.23], [-0.31, 0.63, 0.14], [0.60, -0.33, -0.77], [-2.18, 0.95, -1.18], [0.15, 0.66, -0.45], [-0.49, -0.56, -2.16], [-1.23, 0.01, 0.14], [-0.29, -0.68, 1.92]]
}

E for every record listed, in sequence, given in a.u.: -512.37667, -910.35163, -684.64064, -684.76553, -684.70366, -609.40223, -609.50321, -609.42374.